The following is a quantum chemistry calculation of the molecule C3H4N2O2 in a non-equilibrium geometry, from the OMol25 dataset.

Values from the calculation:
LUMO energy, eV: 0.77
Gap between HOMO and LUMO, eV: 10.64
Maximum force, eV/A: 3.17
Total energy, eV: -10247.2531
HOMO level, eV: -9.88
Total charge: 0
ΔE to the lowest compared entry with this formula, charge and spin, kcal/mol: 115.6
SMILES: O[C@@]12N=CCN1O2

CARTESIAN COORDINATES (ANGSTROEM)
C1 0.331 -1.222 0.643
C2 0.234 0.114 1.295
C3 -0.331 0.154 -0.912
N1 0.091 -1.187 -0.601
N2 -0.276 1.013 0.239
O1 -1.494 0.718 -0.465
O2 0.073 0.501 -2.173
H1 0.668 -2.098 1.062
H2 -0.318 0.348 2.246
H3 1.363 0.502 1.401
H4 -0.342 1.157 -2.737


The following is a quantum chemistry calculation of C12H22BMoN4O2S2SbSe4 as an isolated structure, from the OMol25 dataset.

Values from the calculation:
LUMO energy, eV: -0.44
Gap between HOMO and LUMO, eV: 6.33
Maximum force, eV/A: 0.95
Total energy, eV: -314983.7790
HOMO level, eV: -6.77
Total charge: 0
ΔE to the lowest compared entry with this formula, charge and spin, kcal/mol: 0.0

CARTESIAN COORDINATES (ANGSTROEM)
Mo1 -2.887 0.434 -0.061
B1 -2.032 -0.295 2.843
N1 -2.617 1.141 2.831
C1 -2.698 2.046 3.809
C2 -3.011 3.273 3.251
C3 -3.086 3.029 1.882
N2 -2.840 1.743 1.637
N3 -0.712 -0.203 2.021
C4 0.564 -0.349 2.361
C5 1.358 -0.124 1.247
C6 0.436 0.175 0.241
N4 -0.810 0.146 0.716
H1 -2.772 -1.060 2.247
H2 -1.771 -0.624 3.970
H3 -2.536 1.751 4.833
H4 -3.175 4.207 3.760
H5 -3.307 3.703 1.074
H6 0.827 -0.620 3.371
H7 2.431 -0.157 1.168
H8 1.583 0.243 -1.267
Se1 -1.934 2.604 -1.232
Sb1 -4.188 1.954 -1.862
Se2 -5.197 -0.016 0.602
Se3 -6.364 1.930 1.211
Se4 -5.778 3.469 -0.476
C7 -1.651 -0.338 -3.622
S1 -1.915 -0.732 -1.912
C8 -0.846 -2.146 -1.715
O1 -3.321 -1.260 -1.722
H9 -1.985 -1.203 -4.194
H10 -0.593 -0.128 -3.772
H11 -2.240 0.547 -3.850
H12 0.173 -1.884 -1.987
H13 -1.246 -2.936 -2.350
H14 -0.903 -2.427 -0.666
O2 0.649 0.436 -1.065
S2 3.281 -1.336 -1.829
C9 4.037 -2.261 -0.448
C10 5.288 -1.481 -0.063
C11 5.895 -0.969 -1.366
C12 4.761 -0.304 -2.138
H15 4.288 -3.262 -0.796
H16 3.315 -2.344 0.362
H17 5.982 -2.111 0.494
H18 5.019 -0.635 0.575
H19 6.294 -1.807 -1.941
H20 6.709 -0.265 -1.190
H21 4.943 -0.261 -3.210
H22 4.580 0.706 -1.772


The following is a quantum chemistry calculation of C4H12CuN4O14S2 as an isolated structure in a non-equilibrium geometry, from the OMol25 dataset.

Values from the calculation:
⟨S²⟩: 0.752
LUMO energy (alpha / beta), eV: 4.23 / 3.36
Gap between HOMO and LUMO (alpha / beta), eV: 6.70 / 5.80
Maximum force, eV/A: 7.14
Total energy, eV: -105262.0608
HOMO level (alpha / beta), eV: -2.48 / -2.45
Total charge: -2
ΔE to the lowest compared entry with this formula, charge and spin, kcal/mol: 37.0
Multiplicity: 2

CARTESIAN COORDINATES (ANGSTROEM)
Cu1 -0.112 0.368 -0.640
N1 -3.033 -0.573 0.250
O1 -2.791 -1.569 0.929
O2 -3.992 0.047 0.505
O3 -2.269 -0.144 -0.534
N2 -0.802 2.641 -3.185
O4 0.196 2.929 -3.789
O5 -0.794 2.077 -2.070
O6 -1.949 3.017 -3.527
N3 1.578 -1.275 1.499
O7 2.082 -2.200 1.021
O8 0.457 -0.864 1.127
O9 1.961 -0.864 2.556
N4 3.139 0.940 -1.004
O10 1.930 1.092 -0.879
O11 4.048 1.447 -0.276
O12 3.541 0.147 -1.804
C1 -0.134 -3.395 -0.938
S1 0.135 -2.515 -2.573
O13 -0.285 -1.042 -2.355
C2 1.904 -2.618 -2.627
H1 -0.500 -4.402 -1.136
H2 -0.846 -2.877 -0.296
H3 0.775 -3.628 -0.384
H4 2.429 -2.153 -1.793
H5 2.304 -2.211 -3.556
H6 2.234 -3.652 -2.534
C3 0.138 2.472 3.257
S2 -1.141 2.877 2.003
O14 -0.662 2.212 0.682
C4 -2.420 1.812 2.788
H7 0.501 1.495 2.937
H8 -0.317 2.353 4.240
H9 0.966 3.178 3.327
H10 -3.351 2.206 2.380
H11 -2.455 1.921 3.872
H12 -2.464 0.754 2.529


The following is a quantum chemistry calculation of C23H24BrF2N5O2SbScSe4 as an isolated structure in a non-equilibrium geometry, from the OMol25 dataset.

Values from the calculation:
LUMO energy (alpha / beta), eV: -2.36 / -2.55
Gap between HOMO and LUMO (alpha / beta), eV: 5.14 / 4.91
Maximum force, eV/A: 4.28
Total energy, eV: -399888.0691
HOMO level (alpha / beta), eV: -7.50 / -7.46
Total charge: 0
ΔE to the lowest compared entry with this formula, charge and spin, kcal/mol: 60.7

CARTESIAN COORDINATES (ANGSTROEM)
Sc1 0.487 0.016 -0.462
N1 0.219 -0.184 2.167
C1 1.458 0.531 2.524
C2 1.839 0.560 3.996
C3 0.989 1.472 4.893
C4 0.935 2.953 4.489
N2 0.000 3.271 3.404
C5 -1.315 3.178 3.498
N3 -2.070 3.310 2.415
N4 -1.897 2.948 4.686
C6 2.615 0.029 1.619
O1 3.743 -0.036 2.059
O2 2.224 -0.185 0.406
H1 -0.529 0.070 2.803
H2 0.358 -1.182 2.292
H3 1.327 1.555 2.178
H4 2.883 0.875 4.038
H5 1.796 -0.452 4.405
H6 1.424 1.436 5.894
H7 -0.031 1.083 4.977
H8 1.921 3.273 4.156
H9 0.676 3.570 5.353
H10 0.374 3.455 2.480
H11 -1.668 3.299 1.485
H12 -3.071 3.257 2.481
H13 -1.362 3.025 5.533
H14 -2.897 2.962 4.768
F1 1.266 -0.535 -6.064
C7 0.401 -0.363 -5.045
C8 0.857 -0.432 -3.744
C9 -0.027 -0.269 -2.679
C10 -1.396 -0.070 -2.964
C11 -1.788 0.059 -4.297
F2 -3.070 0.377 -4.615
C12 -0.917 -0.087 -5.352
C13 -2.374 -0.067 -1.854
C14 -3.722 -0.394 -2.035
C15 -4.582 -0.391 -0.957
C16 -4.090 -0.078 0.305
C17 -2.744 0.187 0.415
N5 -1.904 0.197 -0.619
H15 1.911 -0.624 -3.581
H16 -1.256 0.011 -6.374
H17 -4.087 -0.670 -3.011
H18 -5.627 -0.640 -1.093
H19 -4.726 -0.076 1.180
H20 -2.291 0.379 1.381
Br1 0.485 7.126 -0.600
C18 0.467 5.222 -0.513
C19 1.521 4.552 0.086
C20 1.481 3.161 0.153
C21 0.417 2.378 -0.337
C22 -0.596 3.126 -0.965
C23 -0.590 4.518 -1.059
H21 2.372 5.103 0.468
H22 2.348 2.674 0.599
H23 -1.439 2.612 -1.419
H24 -1.395 5.044 -1.558
Se1 1.472 -6.084 -0.971
Sb1 -0.293 -4.751 0.134
Se2 -2.470 -5.540 -0.636
Se3 -0.261 -5.168 2.542
Se4 -0.013 -2.295 -0.312


The following is a quantum chemistry calculation of a 2-piece molecular cluster, C3H3IS overall in a non-equilibrium geometry, from the OMol25 dataset.

Values from the calculation:
LUMO energy, eV: -1.20
Gap between HOMO and LUMO, eV: 8.11
Maximum force, eV/A: 1.84
Total energy, eV: -22092.1922
HOMO level, eV: -9.31
Total charge: 0
ΔE to the lowest compared entry with this formula, charge and spin, kcal/mol: 17.5
SMILES: C#CC=S.I

CARTESIAN COORDINATES (ANGSTROEM)
C1 -1.578 2.317 -0.279
C2 -1.051 1.411 0.289
C3 -0.210 0.491 0.964
S1 0.564 -0.668 0.161
I1 2.765 -4.151 -0.974
H1 -1.782 3.017 -1.024
H2 -0.113 0.833 1.954
H3 1.405 -3.252 -1.090


The following is a quantum chemistry calculation of the molecule CH5ClNOPS in a non-equilibrium geometry, from the OMol25 dataset.

Values from the calculation:
LUMO energy, eV: 0.66
Gap between HOMO and LUMO, eV: 9.58
Maximum force, eV/A: 3.58
Total energy, eV: -37303.9362
HOMO level, eV: -8.92
Total charge: 0
ΔE to the lowest compared entry with this formula, charge and spin, kcal/mol: 7.7
SMILES: CO[P@@](N)(=S)Cl

CARTESIAN COORDINATES (ANGSTROEM)
C1 -1.410 -0.031 1.222
N1 1.011 0.020 -1.822
O1 -0.781 -0.152 -0.034
P1 0.833 0.049 -0.169
S1 1.641 1.649 0.631
Cl1 1.515 -1.666 0.538
H1 -1.851 -1.097 1.396
H2 -2.158 0.743 1.155
H3 -0.627 0.267 1.917
H4 1.619 0.567 -2.557
H5 0.207 -0.348 -2.278


The following is a quantum chemistry calculation of a 2-piece molecular cluster, C3H6NO2 overall in a non-equilibrium geometry, from the OMol25 dataset.

Values from the calculation:
LUMO energy, eV: 3.93
Gap between HOMO and LUMO, eV: 6.73
Maximum force, eV/A: 4.10
Total energy, eV: -8789.5844
HOMO level, eV: -2.80
Total charge: -1
ΔE to the lowest compared entry with this formula, charge and spin, kcal/mol: 129.9

CARTESIAN COORDINATES (ANGSTROEM)
C1 1.335 -2.140 0.344
C2 -0.531 0.274 -0.003
C3 -0.118 1.292 -1.044
N1 -1.362 0.741 0.928
O1 -1.700 2.006 1.165
O2 1.609 -2.752 1.376
H1 1.971 -1.450 -0.157
H2 0.553 -2.464 -0.355
H3 0.921 1.239 -1.220
H4 -0.365 2.357 -0.760
H5 -0.667 0.781 -1.889
H6 -1.646 0.118 1.615


The following is a quantum chemistry calculation of C6H14GaO2 as an isolated structure in a non-equilibrium geometry, from the OMol25 dataset.

Values from the calculation:
LUMO energy, eV: 2.75
Gap between HOMO and LUMO, eV: 7.24
Maximum force, eV/A: 8.08
Total energy, eV: -62916.1824
HOMO level, eV: -4.49
Total charge: -1
ΔE to the lowest compared entry with this formula, charge and spin, kcal/mol: 0.0

CARTESIAN COORDINATES (ANGSTROEM)
C1 4.450 -0.887 0.367
C2 3.087 -0.333 -0.424
O1 3.145 -0.306 -1.757
O2 1.936 0.022 0.419
C3 1.141 1.123 -0.141
C4 -0.394 0.939 0.498
C5 -1.564 0.825 -0.648
C6 -2.315 -0.655 -0.603
Ga1 -3.972 -0.682 0.633
H1 5.209 -0.031 0.620
H2 4.926 -1.706 -0.340
H3 4.046 -1.448 1.340
H4 1.479 2.198 0.176
H5 0.995 1.098 -1.302
H6 -0.659 1.808 1.262
H7 -0.425 -0.090 1.102
H8 -1.135 0.968 -1.747
H9 -2.336 1.710 -0.434
H10 -1.497 -1.447 -0.262
H11 -2.695 -0.928 -1.691
H12 -4.681 -2.141 0.554
H13 -5.113 0.391 0.198
H14 -3.628 -0.429 2.180


The following is a quantum chemistry calculation of CH5ClNO3P as an isolated structure in a non-equilibrium geometry, from the OMol25 dataset.

Values from the calculation:
⟨S²⟩: 2.023
LUMO energy (alpha / beta), eV: -0.18 / -3.69
Gap between HOMO and LUMO (alpha / beta), eV: 5.59 / 7.09
Maximum force, eV/A: 8.28
Total energy, eV: -30556.1666
HOMO level (alpha / beta), eV: -5.77 / -10.78
Total charge: 0
ΔE to the lowest compared entry with this formula, charge and spin, kcal/mol: 49.4
Multiplicity: 3

CARTESIAN COORDINATES (ANGSTROEM)
C1 0.384 -0.774 -2.296
N1 0.377 0.196 -1.497
O1 -0.696 -0.777 0.811
O2 1.754 -1.044 0.815
O3 -2.296 1.381 2.434
P1 0.542 0.072 0.751
Cl1 -0.852 2.030 3.072
H1 0.894 -1.657 -2.030
H2 -0.259 -0.792 -3.124
H3 2.509 -0.442 1.005
H4 -0.363 0.950 -1.673
H5 -1.994 0.856 1.731


The following is a quantum chemistry calculation of the molecule C26H26N4O4 in a non-equilibrium geometry, from the OMol25 dataset.

Values from the calculation:
LUMO energy, eV: 0.67
Gap between HOMO and LUMO, eV: 8.65
Maximum force, eV/A: 1.22
Total energy, eV: -41534.4428
HOMO level, eV: -7.98
Total charge: 0
ΔE to the lowest compared entry with this formula, charge and spin, kcal/mol: 67.9
SMILES: CCOc1cccc([C@H]2C(C#N)=C(N)Oc3cc(C)n(Cc4ccccn4)c(=O)c32)c1OCC

CARTESIAN COORDINATES (ANGSTROEM)
C1 3.652 4.517 1.154
C2 4.515 3.265 1.027
H1 5.131 3.150 1.925
H2 5.186 3.335 0.162
O1 3.754 2.078 0.979
C3 3.103 1.722 -0.176
C4 3.203 2.421 -1.371
C5 2.498 2.017 -2.491
C6 1.677 0.912 -2.430
C7 1.577 0.183 -1.255
C8 2.300 0.567 -0.123
O2 2.116 -0.197 1.004
C9 3.215 -0.499 1.848
C10 4.402 -1.099 1.104
H3 5.161 -1.403 1.820
H4 4.092 -1.967 0.526
H5 4.833 -0.368 0.425
H6 3.529 0.388 2.406
H7 2.801 -1.230 2.550
C11 0.672 -1.033 -1.197
C12 -0.385 -0.842 -0.141
C13 -0.447 -1.616 0.978
C14 -1.419 -1.368 1.971
C15 -2.294 -0.334 1.820
N1 -2.241 0.438 0.704
C16 -1.323 0.225 -0.337
O3 -1.370 0.931 -1.336
C17 -3.176 1.536 0.499
C18 -4.470 1.035 -0.094
N2 -5.494 0.891 0.738
C19 -6.641 0.442 0.257
C20 -6.829 0.107 -1.074
C21 -5.756 0.249 -1.942
C22 -4.553 0.722 -1.447
H8 -3.689 0.851 -2.079
H9 -5.858 -0.003 -2.988
H10 -7.785 -0.253 -1.420
H11 -7.442 0.348 0.979
H12 -2.693 2.214 -0.212
H13 -3.368 2.049 1.440
C23 -3.307 -0.024 2.873
H14 -3.045 0.900 3.390
H15 -3.332 -0.826 3.604
H16 -4.299 0.102 2.440
H17 -1.443 -1.994 2.846
O4 0.382 -2.676 1.210
C24 1.316 -2.967 0.269
C25 1.468 -2.282 -0.888
C26 2.441 -2.688 -1.805
N3 3.234 -3.050 -2.557
N4 2.101 -4.022 0.653
H18 1.725 -4.617 1.372
H19 2.649 -4.466 -0.066
H20 0.187 -1.126 -2.178
H21 1.106 0.608 -3.293
H22 2.587 2.582 -3.406
H23 3.826 3.299 -1.441
H24 3.001 4.630 0.290
H25 3.031 4.447 2.043
H26 4.289 5.394 1.235


The following is a quantum chemistry calculation of the molecule C6H9F in a non-equilibrium geometry, from the OMol25 dataset.

Values from the calculation:
LUMO energy, eV: 1.10
Gap between HOMO and LUMO, eV: 10.07
Maximum force, eV/A: 3.27
Total energy, eV: -9081.6428
HOMO level, eV: -8.97
Total charge: 0
ΔE to the lowest compared entry with this formula, charge and spin, kcal/mol: 70.4
SMILES: FC1[C@@H]2CCC[C@@H]12

CARTESIAN COORDINATES (ANGSTROEM)
C1 1.393 -0.341 0.482
C2 -0.048 -0.751 0.469
C3 -1.450 -0.794 -0.182
C4 -1.919 0.736 -0.156
C5 -0.595 1.568 0.099
C6 0.465 0.548 -0.262
H1 1.811 -0.093 1.431
H2 -0.299 -0.511 1.467
H3 -2.152 -1.479 0.235
H4 -1.410 -1.085 -1.247
H5 -2.158 0.808 -1.224
H6 -2.891 1.020 0.399
H7 -0.665 2.491 -0.357
H8 -0.525 1.800 1.179
H9 0.436 0.237 -1.338
F1 2.308 -0.998 -0.361


The following is a quantum chemistry calculation of a 6-piece molecular cluster, C18H52N4O6 overall in a non-equilibrium geometry, from the OMol25 dataset.

Values from the calculation:
LUMO energy, eV: -1.19
Gap between HOMO and LUMO, eV: 3.78
Maximum force, eV/A: 3.05
Total energy, eV: -37744.7311
HOMO level, eV: -4.97
Total charge: 0
ΔE to the lowest compared entry with this formula, charge and spin, kcal/mol: 175.8

CARTESIAN COORDINATES (ANGSTROEM)
O1 1.740 19.419 30.185
H1 1.954 20.209 30.685
H2 2.466 18.812 30.344
H3 0.969 18.965 30.535
C1 7.019 16.708 33.416
C2 6.459 17.641 32.343
O2 5.514 17.211 31.380
H4 7.500 17.324 34.176
H5 7.623 15.916 32.971
H6 6.263 16.248 34.051
H7 7.302 18.172 31.901
H8 5.987 18.532 32.756
C3 -1.064 24.781 37.049
C4 0.362 24.674 36.628
C5 0.760 23.279 36.323
O3 2.102 23.319 36.328
C6 2.734 22.069 36.325
N1 0.547 25.657 35.573
H9 -1.244 24.171 37.934
H10 -1.875 24.494 36.380
H11 -1.288 25.764 37.464
H12 1.000 25.040 37.432
H13 0.432 22.894 35.357
H14 0.376 22.620 37.101
H15 2.585 21.559 37.276
H16 3.805 22.274 36.313
H17 2.419 21.439 35.494
H18 1.322 25.337 35.011
H19 -0.301 25.713 35.026
C7 3.519 24.577 29.479
C8 3.993 24.461 30.942
C9 4.406 25.875 31.532
O4 4.761 25.911 32.918
C10 5.510 27.001 33.420
N2 2.819 23.953 31.650
H20 3.273 23.609 29.041
H21 4.170 25.175 28.842
H22 2.601 25.165 29.465
H23 4.847 23.795 31.067
H24 3.615 26.591 31.311
H25 5.189 26.271 30.886
H26 5.583 26.758 34.480
H27 4.947 27.934 33.426
H28 6.508 27.061 32.986
H29 3.219 23.889 32.575
H30 2.075 24.630 31.739
C11 -2.592 21.148 26.865
C12 -3.493 20.184 27.607
C13 -4.796 20.030 26.908
O5 -5.650 19.192 27.639
C14 -6.967 18.918 27.129
N3 -2.785 18.923 27.721
H31 -2.393 20.804 25.850
H32 -1.603 21.142 27.324
H33 -3.033 22.144 26.913
H34 -3.743 20.591 28.586
H35 -4.722 19.586 25.915
H36 -5.363 20.956 26.814
H37 -6.999 18.117 26.390
H38 -7.386 19.827 26.698
H39 -7.687 18.573 27.871
H40 -3.476 18.281 28.082
H41 -2.491 18.547 26.831
C15 -0.881 16.594 34.988
C16 -0.287 16.625 33.579
C17 -0.708 15.410 32.686
O6 -2.138 15.335 32.428
C18 -2.465 14.418 31.330
N4 -0.824 17.933 33.112
H42 -0.621 17.487 35.555
H43 -0.534 15.726 35.549
H44 -1.962 16.557 34.855
H45 0.799 16.619 33.664
H46 -0.328 14.491 33.133
H47 -0.159 15.619 31.767
H48 -3.545 14.375 31.194
H49 -2.090 13.432 31.606
H50 -2.056 14.613 30.339
H51 -1.791 17.767 32.871
H52 -0.920 18.525 33.925